Density functional theory data (the ωB97M-V functional and the def2-TZVPD basis) for a 11-piece molecular cluster, C30H60Cl6FN7O7 overall at a distorted geometry.

```
111
Properties=species:S:1:pos:R:3:forces:R:3
Cl 6.71111 -2.53342 3.00600 -0.939 0.266 -0.571
Cl 0.08556 8.22225 1.12995 -0.333 -0.128 0.234
Cl 4.59009 -0.45703 2.78114 0.062 -0.658 -0.210
Cl 1.85728 -3.50782 2.57106 -0.290 1.007 0.366
Cl 2.52161 -2.20594 5.11201 -0.352 0.508 -0.809
Cl -0.65673 5.43396 1.58193 -0.358 0.299 0.234
F -6.11488 2.07250 1.17139 -0.281 0.519 -0.226
O 1.21603 -7.32808 -0.75240 -0.146 -0.719 -0.186
O 4.88322 -1.95314 -4.55213 2.957 1.223 -0.037
O -4.94878 0.00359 3.69224 -1.132 -0.006 0.724
O 2.51354 2.23674 -1.34775 -1.296 -1.507 0.051
O -0.05643 -1.02825 0.72940 -0.651 -0.853 0.620
O -0.36048 1.06911 3.82379 1.918 0.670 1.402
O 0.15331 -3.50978 -3.23120 1.788 0.113 0.485
N -2.95644 -0.20856 2.81235 2.666 -0.375 -0.633
N -0.06508 -6.02627 -2.05504 -0.494 1.203 -0.333
N 1.31871 2.10414 5.00485 0.010 0.362 -1.068
N 0.52936 0.99731 0.04149 -0.365 0.909 0.135
N -1.22688 -1.90454 -2.42255 0.842 0.142 0.572
N 2.72223 -1.62907 -4.14134 -1.483 -1.203 0.132
N 3.46849 4.14132 -0.78890 0.803 1.847 1.050
C 1.80382 2.85464 3.85364 1.096 0.531 1.112
C 0.05245 0.36535 6.07697 0.120 -0.074 0.591
C 0.78657 -0.30227 0.23176 -0.062 -0.933 -0.505
C 2.11725 -0.98816 -0.23788 -0.633 1.859 -0.007
C -2.96753 -1.65478 2.50051 -0.060 0.841 0.486
C 3.45817 2.97631 -1.41050 1.408 -0.013 -1.230
C -5.91738 4.18922 -2.36783 1.102 -0.602 0.626
C 1.50754 -5.04003 -0.43350 0.315 -0.002 -0.713
C 4.67762 2.66207 -2.27209 0.329 0.418 -0.045
C 1.50827 -2.06271 3.60660 -0.171 -1.042 0.639
C -0.78169 -7.05528 -2.72723 -0.529 -0.368 -0.321
C -6.09004 2.82579 0.05224 0.762 -0.025 -0.865
C -4.83488 3.14264 -0.48781 -0.051 0.187 -0.073
C 0.86492 -6.22495 -1.14374 1.128 -0.536 1.962
C 2.57150 4.56221 0.28247 -0.075 -0.072 -0.350
C 3.78722 -2.39994 -4.47805 -1.696 -0.163 0.052
C 5.24153 -1.98670 2.09475 0.643 0.144 -0.189
C -4.72438 3.80296 -1.71276 -1.816 0.164 0.404
C -3.60423 1.99293 3.73894 0.347 0.162 -0.322
C -0.90455 -2.91603 -3.26277 -1.483 0.402 -0.477
C -1.88034 -3.37758 -4.31673 -1.023 0.352 -0.166
C 2.72658 -0.21903 -3.88281 0.702 0.605 -0.200
C -7.25581 3.17779 -0.62729 0.015 -0.928 0.649
C 3.51291 -3.83136 -4.87926 -0.163 1.080 -0.252
C 0.34234 1.21949 4.85603 -2.827 -1.645 -0.619
C -3.87941 0.51054 3.42198 -1.639 0.497 0.446
C -1.24360 7.11868 1.59586 0.147 0.181 -0.524
C -7.16231 3.81230 -1.83876 1.180 1.303 -1.101
C -2.54004 -1.30346 -2.28744 -0.574 -1.209 -0.949
C -0.68642 1.72530 0.44693 -0.676 0.636 -0.095
H 3.80070 -3.79912 -5.93009 0.004 -0.450 -0.084
H 0.91858 0.30277 6.73576 0.154 -0.228 -0.118
H -2.72367 -0.63681 -1.44485 0.817 0.047 -0.142
H -8.02685 4.11040 -2.41330 -0.293 -0.152 0.221
H -2.75765 -0.83840 -3.24893 -0.463 0.335 0.270
H 1.20201 1.52312 -0.49811 0.091 0.227 0.075
H 3.17755 0.05262 -2.92839 0.069 -0.114 0.048
H -0.04123 -5.09812 -2.45263 -0.322 -0.057 -0.121
H -2.79318 -3.80031 -3.89706 0.092 -0.265 0.399
H 3.30657 0.26671 -4.66752 0.150 0.108 0.023
H 5.13841 1.69437 -2.07377 -0.402 -0.083 0.281
H -1.83017 -7.13105 -2.43903 -0.203 0.387 0.283
H -3.29135 2.14532 4.77189 0.264 -0.382 0.008
H 5.46166 3.40419 -2.12157 0.007 0.060 -0.042
H -8.23305 2.87568 -0.28068 0.052 -0.046 0.332
H 5.51775 -1.75875 1.06527 0.292 0.043 0.277
H -2.85145 2.42944 3.08254 0.329 -0.157 0.084
H 2.19746 3.69579 0.82791 -0.018 -0.001 -0.100
H 1.10811 3.57283 3.41969 -0.257 -0.286 0.140
H 1.74235 0.24891 -3.90344 -0.183 -0.513 -0.019
H -1.41455 -4.12703 -4.95662 0.065 0.214 0.177
H 4.42786 2.66360 -3.33309 -0.246 0.023 0.061
H 1.73364 5.14130 -0.10578 -0.060 -0.090 0.060
H -4.46699 2.65173 3.64038 -0.421 -0.631 -0.217
H 1.77398 2.20048 5.90126 -0.049 -0.118 -0.352
H -3.71180 -2.17898 3.09999 -0.649 0.401 -0.657
H -5.78078 4.78196 -3.26024 -0.509 -0.110 -0.237
H 0.86398 -4.18445 -0.22876 -0.173 -0.238 0.236
H 2.64004 -1.24361 0.68383 -0.058 -0.518 -0.205
H -2.01654 7.21770 0.83372 0.165 -0.134 0.142
H 2.44203 -4.02612 -4.82092 0.231 -0.693 0.296
H 3.14210 5.19469 0.96254 -0.087 -0.050 0.024
H 1.87978 -1.81406 -0.90839 -0.057 -0.268 0.503
H 2.32579 -4.64807 -1.03760 0.110 -0.002 -0.204
H -2.30110 -2.57641 -4.92435 0.365 0.264 -0.133
H -3.20642 -2.15271 -2.13635 -0.605 0.265 -0.083
H 2.25737 2.22708 3.08646 -0.331 -0.209 -0.012
H 2.76429 -0.31970 -0.80586 -0.041 0.211 0.109
H -1.09809 2.34197 -0.35204 0.492 -0.095 -0.641
H -0.38920 -8.04001 -2.47352 0.464 0.167 -0.472
H -1.64207 7.41233 2.56699 0.336 -0.268 -0.067
H 4.21980 -4.45848 -4.33601 -0.514 -0.276 -0.027
H -1.59416 1.22140 0.77888 0.617 -1.226 -0.168
H -3.91497 2.93104 0.03696 -0.114 -0.389 0.294
H 4.50721 -2.79078 2.04662 -0.047 0.276 0.643
H 4.23947 4.77319 -0.95150 -0.021 -0.358 -0.032
H -3.03693 -1.70001 1.41366 -0.386 -0.739 0.157
H -0.59211 2.45867 1.24780 0.972 -0.155 0.317
H -0.78692 -6.78253 -3.78254 0.169 -0.668 -0.212
H -0.28579 -0.63765 5.81679 0.233 0.119 -0.260
H 0.48398 -2.13061 3.97311 0.137 -0.163 -0.310
H -3.75260 4.03822 -2.12104 0.016 0.073 -0.004
H -2.09070 0.27876 2.63037 0.224 -0.332 0.137
H -0.57769 -1.72648 -1.66959 0.208 -0.156 0.043
H 2.61664 3.40614 4.32615 0.192 0.441 -0.589
H 1.96925 -5.50999 0.43486 -0.248 0.441 0.170
H 1.61058 -1.12660 3.05768 0.539 -0.250 0.135
H -0.73509 0.75534 6.72178 -0.209 0.423 -0.335
H 1.87140 -2.16279 -4.03487 -0.168 0.345 0.176
H -2.06802 -2.18283 2.81699 0.537 0.634 -0.176
```
Forces are in eV/Å.

Results
Gap between HOMO and LUMO ... 8.841 eV
Spin multiplicity ... 1
HOMO level ... -8.8 eV
SMILES ... Fc1ccccc1.CNC(C)=O.CNC(C)=O.CNC(C)=O.CNC(C)=O.CNC(C)=O.CNC(C)=O.CNC(C)=O.ClCCl.ClCCl.ClCCl
Lowest unoccupied orbital energy ... 0.000 Ha
Relative energy (zero: lowest compared OMol25 entry of this formula, charge and spin) ... 0.0 kJ/mol
Maximum force ... 3.3 eV/A



Density functional theory data (the ωB97M-V functional and the def2-TZVPD basis) for a 6-piece molecular cluster, C30H60F2N2O12P overall at a distorted geometry.

```
107
Properties=species:S:1:pos:R:3:forces:R:3
P -4.17764 -4.07388 -0.01374 -2.802 1.287 -0.644
F 2.91949 0.24512 -0.85782 -1.056 -2.142 0.393
F 4.39475 -2.86589 0.50556 -2.613 1.121 -0.053
O -5.57440 -4.94396 0.29310 2.440 0.423 0.008
O 6.98588 -4.30640 3.86945 -0.151 -0.175 -0.027
O -0.68821 9.18004 0.80010 0.194 -0.073 0.072
O 3.26660 -3.09197 -1.34486 0.005 0.264 0.862
O 1.16672 -0.84216 -1.71963 0.172 0.122 0.283
O -3.75725 -4.42030 -1.56830 -0.345 0.127 2.402
O -4.50379 -2.63818 0.23900 1.329 -1.358 -0.047
O -0.52052 -4.67870 -3.81631 -0.098 -0.026 0.378
O -0.00806 0.39914 2.25343 -1.186 -2.463 -0.596
O -0.83100 0.37548 0.16283 0.902 -0.558 0.760
O -0.42649 4.32085 3.75322 -0.121 -0.161 0.146
O -5.14208 -0.81331 -2.53682 0.051 -0.343 -0.019
N 2.18277 -1.76594 0.17735 0.601 -0.075 0.002
N -0.32945 -4.65778 0.52188 -0.153 1.164 0.139
C -0.24771 -1.78876 0.83577 -0.576 -2.221 0.826
C -1.40427 10.50959 -1.14334 -0.175 0.108 0.150
C -0.36235 -0.24609 1.07523 -0.461 0.756 -0.850
C 8.80760 -3.09164 4.99622 -0.196 0.181 0.045
C 2.01300 -0.78664 -0.90855 0.304 1.238 -0.062
C -0.30441 -6.15262 0.38184 0.978 -0.731 0.585
C -0.67641 -5.24703 -5.11074 0.033 -0.095 -0.184
C 0.85381 -3.97130 0.26059 -0.486 2.206 0.267
C 0.96512 -2.50629 0.40289 -2.383 -1.779 0.643
C 6.16944 -3.17850 3.60733 0.109 0.037 -0.004
C 0.66180 3.06493 1.94120 0.469 0.495 0.015
C -2.90582 8.22596 1.27532 -0.033 -0.040 -0.264
C -0.57188 3.79124 2.44630 0.077 0.053 -0.032
C 8.38778 -4.07209 3.91687 0.114 0.010 0.036
C -1.49152 -4.01405 0.89771 -0.355 1.942 0.154
C -0.82132 9.21246 -0.61354 0.009 0.027 -0.027
C -5.74314 1.01035 -4.07709 0.281 0.004 -0.040
C -2.86503 -4.73690 1.16489 0.924 -0.072 -1.060
C 0.60912 5.27902 3.93243 0.047 0.126 0.028
C 0.50751 -3.70667 -3.67532 0.027 0.009 -0.127
C -3.74346 -0.57301 -2.53595 -0.172 0.164 0.056
C 6.45346 -2.51539 2.27053 0.439 0.076 0.074
C -1.48828 -2.55966 1.06250 2.610 -0.682 -0.699
C -3.28167 0.38621 -1.45381 -0.231 0.133 -0.093
C 0.55845 -5.97515 -5.61085 0.219 0.180 0.083
C 0.44558 6.52188 3.07807 -0.104 -0.101 -0.222
C 3.29570 -2.61575 -0.25101 1.326 -1.174 -1.706
C -5.97505 0.31821 -2.74555 -0.068 0.130 -0.075
C 0.32737 -2.48499 -4.55848 -0.107 -0.059 -0.169
C -1.88541 9.31713 1.54940 -0.063 -0.024 -0.026
H -2.42672 10.66713 -0.79248 0.006 -0.040 -0.096
H 8.85148 -5.03964 4.11916 -0.218 -0.031 -0.038
H -2.43170 -2.04352 1.35962 0.853 -0.554 -0.386
H 8.75166 -3.75755 2.93316 0.009 0.087 0.017
H 0.36104 -6.43996 -6.57822 -0.017 0.007 0.070
H 1.71642 -4.59922 -0.05703 -0.900 0.595 0.297
H -1.59482 9.26954 2.60039 0.182 0.032 -0.080
H 1.11026 -1.75268 -4.35721 -0.043 -0.018 0.023
H -5.92242 -4.64235 1.15964 0.069 -0.091 -0.687
H 1.23046 7.24534 3.30245 -0.041 -0.012 0.006
H 0.57842 5.56734 4.98531 -0.141 -0.176 -0.025
H -0.52668 6.98684 3.25750 0.078 0.003 0.052
H 0.18584 9.08764 -1.01736 0.013 -0.028 0.208
H 0.86404 -6.74692 -4.90094 -0.072 -0.032 -0.055
H -5.87220 1.02098 -1.91222 0.050 0.044 -0.036
H -2.31795 10.31060 1.39164 -0.080 -0.030 -0.033
H -4.73334 1.42419 -4.14700 -0.104 0.072 0.023
H -1.49790 -5.96109 -5.03351 -0.026 0.108 0.180
H -6.44953 1.83208 -4.20762 0.011 -0.067 0.012
H -2.19961 0.47705 -1.46839 -0.124 -0.004 -0.133
H 1.51730 3.73997 1.84635 -0.126 0.039 -0.101
H -1.40179 3.08239 2.49445 -0.052 0.084 0.153
H 8.39364 -2.09564 4.82216 0.107 -0.003 -0.031
H -3.77744 8.34795 1.92130 0.062 -0.010 0.000
H 0.74815 -6.47187 0.64155 -1.174 0.325 -0.472
H -1.39954 8.34844 -0.95868 -0.091 0.042 -0.028
H -3.25292 8.24869 0.23871 -0.055 0.044 0.097
H -0.99781 -4.48037 -5.82268 0.076 0.010 -0.020
H 0.48512 -3.38994 -2.62844 -0.131 -0.096 0.000
H -5.86088 0.30527 -4.90254 -0.082 0.027 0.040
H -3.70312 1.38477 -1.58998 0.055 -0.033 -0.060
H -3.59672 0.03447 -0.46744 0.022 -0.076 -0.072
H 7.46689 -2.10794 2.22912 -0.106 0.052 0.053
H 0.47111 2.62809 0.95932 -0.023 0.020 0.054
H -4.03318 -3.67562 -2.14275 0.014 -0.243 0.274
H -0.87778 4.57991 1.75078 0.062 -0.015 -0.067
H 1.58705 4.81324 3.77063 0.019 0.027 -0.084
H -3.41838 -0.23660 -3.52627 0.056 0.070 0.021
H -0.95161 -6.63396 1.16633 0.544 0.670 -1.037
H -0.54677 -6.47824 -0.66112 0.013 0.467 0.955
H 6.24523 -2.45821 4.42873 0.020 0.081 -0.054
H 0.37330 -2.73935 -5.61943 0.095 0.002 0.056
H 0.50023 6.29084 2.01190 0.083 0.081 0.031
H -0.69103 0.11932 2.90583 0.765 0.294 -0.008
H -3.26791 -1.54493 -2.37071 -0.101 -0.049 -0.004
H 1.48756 -4.16858 -3.83554 0.029 0.047 -0.076
H -0.64624 -2.02166 -4.38025 0.076 0.010 0.070
H 1.40603 -5.29560 -5.73408 -0.073 -0.047 -0.099
H 8.45266 -3.42218 5.97516 0.073 -0.044 -0.056
H -3.20795 -4.46321 2.20006 0.226 -0.420 -1.040
H 0.95019 2.27690 2.63151 0.048 0.190 -0.016
H -0.81204 11.36334 -0.80594 0.027 -0.074 -0.061
H -7.00180 -0.04931 -2.71507 0.108 -0.169 0.079
H 6.36344 -3.23644 1.45825 0.075 0.001 0.100
H -2.82168 -5.84211 0.99718 0.011 0.984 0.455
H -1.42388 10.50117 -2.23423 0.032 -0.007 0.029
H 9.89416 -3.00019 5.02600 -0.033 -0.036 -0.002
H 5.75702 -1.69356 2.09751 0.062 -0.018 0.057
H -2.46960 7.23934 1.44832 -0.008 0.040 0.077
H 5.13892 -3.54099 3.60779 0.066 -0.165 0.090
```
Forces are in eV/Å.

Results
Net charge ... +1
Gap between HOMO and LUMO ... 5.925 eV
Spin multiplicity ... 1
HOMO level ... -10.8 eV
Lowest unoccupied orbital energy ... -0.180 Ha
Maximum force ... 3.1 eV/A



Look up the gap between HOMO and LUMO of the first one.
8.841 eV



Look up the spin multiplicity of the first one.
1



Among the records above, which one has the lowest gap between HOMO and LUMO?
C30H60F2N2O12P